{
  "formula": "C40H35F3N4RhTe",
  "method": "ωB97M-V/def2-TZVPD",
  "elements": ["Rh", "C", "C", "C", "C", "C", "C", "C", "C", "C", "C", "N", "C", "C", "C", "C", "C", "N", "H", "H", "H", "H", "H", "H", "H", "H", "H", "H", "H", "H", "H", "H", "H", "H", "H", "F", "C", "F", "F", "C", "C", "C", "C", "C", "C", "C", "C", "H", "H", "H", "H", "Te", "C", "C", "C", "C", "C", "C", "H", "H", "H", "H", "H", "N", "C", "C", "C", "C", "C", "C", "C", "H", "H", "H", "H", "C", "C", "C", "N", "H", "H", "H", "H", "H"],
  "xyz": [[-1.39, -0.48, -0.39], [0.90, 4.88, -1.71], [-0.45, 4.19, -1.84], [-1.03, 3.79, -0.51], [-1.92, 4.58, 0.09], [-2.55, 4.22, 1.39], [-1.82, 3.15, 2.22], [-0.72, 2.42, 1.51], [-0.03, 1.33, 2.29], [1.36, 1.77, 2.77], [-0.53, 2.57, 0.19], [-0.09, 1.46, -0.56], [0.74, 1.40, -1.53], [0.71, 0.27, -2.41], [1.54, -0.04, -3.49], [1.02, -1.22, -4.05], [-0.10, -1.55, -3.28], [-0.30, -0.65, -2.30], [1.30, 5.17, -2.68], [1.64, 4.23, -1.22], [0.81, 5.77, -1.09], [-0.37, 3.32, -2.50], [-1.16, 4.86, -2.33], [-2.24, 5.49, -0.41], [-2.79, 5.12, 1.96], [-1.53, 3.48, 3.22], [0.08, 0.44, 1.67], [-0.64, 1.05, 3.15], [1.98, 2.07, 1.92], [1.87, 0.96, 3.29], [1.30, 2.63, 3.44], [1.47, 2.18, -1.73], [2.41, 0.51, -3.81], [1.39, -1.76, -4.90], [-0.77, -2.39, -3.40], [8.58, -2.56, -0.89], [7.72, -3.18, -1.74], [7.98, -2.69, -2.97], [8.09, -4.48, -1.75], [6.29, -3.00, -1.34], [5.54, -1.95, -1.85], [4.23, -1.76, -1.46], [3.63, -2.63, -0.53], [4.41, -3.69, -0.02], [5.71, -3.87, -0.42], [2.29, -2.45, -0.14], [1.10, -2.33, 0.09], [5.98, -1.27, -2.58], [3.64, -0.96, -1.87], [3.96, -4.36, 0.70], [6.29, -4.69, -0.02], [-2.85, -3.07, 0.38], [-3.78, -2.43, 2.16], [-3.06, -2.29, 3.34], [-3.68, -1.82, 4.49], [-5.03, -1.49, 4.47], [-5.76, -1.63, 3.29], [-5.14, -2.11, 2.15], [-2.00, -2.51, 3.35], [-3.11, -1.70, 5.40], [-5.51, -1.11, 5.36], [-6.80, -1.37, 3.26], [-5.71, -2.20, 1.23], [-5.91, 4.43, 2.39], [-5.00, 3.93, 1.90], [-3.84, 3.29, 1.29], [-3.13, 2.26, 2.23], [-2.94, 0.88, 1.64], [-3.05, 0.61, 0.33], [-3.73, 1.61, -0.52], [-4.16, 2.79, -0.09], [-3.58, 2.21, 3.22], [-2.58, 0.12, 2.33], [-3.92, 1.33, -1.56], [-4.71, 3.46, -0.74], [0.68, -4.00, 2.84], [-0.22, -4.31, 1.64], [-0.88, -3.09, 1.08], [-0.17, -2.16, 0.37], [1.22, -4.89, 3.16], [0.09, -3.63, 3.68], [1.41, -3.23, 2.58], [-0.98, -5.03, 1.92], [0.40, -4.79, 0.86]],
  "lowdin_spin": [2.1967, 0.0001, 0.0002, 0.0011, -0.0038, 0.0008, 0.0022, 0.0186, 0.0051, 0.0018, 0.0018, 0.0682, 0.0070, 0.0072, 0.0129, 0.0054, 0.0146, 0.0715, 0.0000, 0.0000, 0.0000, 0.0000, 0.0000, -0.0003, -0.0001, 0.0008, 0.0026, 0.0000, 0.0000, 0.0002, 0.0002, 0.0023, 0.0012, 0.0007, 0.0006, 0.0034, 0.0058, 0.0011, 0.0014, 0.0366, -0.0013, 0.0326, 0.0175, 0.0325, -0.0026, 0.0990, 0.0175, -0.0009, 0.0017, 0.0021, -0.0010, 0.1946, 0.0319, 0.0189, 0.0014, 0.0048, -0.0001, 0.0084, 0.0094, 0.0003, 0.0004, 0.0000, 0.0019, 0.0000, 0.0007, 0.0012, 0.0109, 0.0251, 0.2150, 0.0402, 0.0194, 0.0002, 0.0086, 0.0059, 0.0016, 0.0146, 0.0624, 0.3944, 0.2407, 0.0008, 0.0010, 0.0003, 0.0026, 0.0171],
  "lumo_energy_ev": [2.3, 2.2],
  "homo_energy_ev": [-3.26, -4.95],
  "charge": -1,
  "multiplicity": 5,
  "de_lowest_kcal_mol": 98.2,
  "s2": 6.035,
  "orbital_gap_ev": [5.59, 7.10]
}

{
  "formula": "C40H35N7P2RhS4",
  "method": "ωB97M-V/def2-TZVPD",
  "elements": ["Rh", "C", "C", "N", "N", "C", "N", "S", "C", "C", "C", "C", "C", "N", "H", "H", "H", "H", "H", "H", "H", "H", "H", "N", "P", "C", "C", "C", "C", "C", "C", "C", "C", "C", "C", "C", "C", "P", "C", "C", "C", "C", "C", "C", "C", "C", "C", "C", "C", "C", "H", "H", "H", "H", "H", "H", "H", "H", "H", "H", "H", "H", "H", "H", "H", "H", "H", "H", "H", "H", "H", "S", "C", "S", "C", "N", "N", "C", "C", "C", "C", "C", "C", "S", "H", "H", "H", "H", "H"],
  "xyz": [[-0.04, 0.66, 1.76], [-0.17, -0.66, 5.70], [-0.49, -0.40, 4.28], [-0.20, 0.82, 3.68], [-0.24, 1.96, 4.33], [-0.57, 3.04, 3.67], [-0.40, 4.26, 4.20], [-1.32, 2.92, 2.10], [-1.16, -1.29, 3.43], [-1.66, -2.56, 3.83], [-2.52, -3.23, 2.99], [-2.86, -2.65, 1.76], [-2.27, -1.46, 1.38], [-1.41, -0.82, 2.15], [0.26, 0.22, 6.17], [0.54, -1.49, 5.80], [-1.08, -0.94, 6.24], [-0.08, 4.34, 5.15], [-0.91, 5.03, 3.81], [-1.38, -2.96, 4.78], [-2.93, -4.18, 3.29], [-3.56, -3.15, 1.10], [-2.49, -1.01, 0.42], [1.14, 2.19, -0.33], [0.45, 0.58, -0.53], [1.84, -0.03, -1.54], [2.17, 0.70, -2.67], [3.26, 0.34, -3.44], [4.01, -0.77, -3.08], [3.70, -1.49, -1.94], [2.61, -1.12, -1.17], [-0.89, 0.76, -1.74], [-2.03, 1.39, -1.40], [-3.24, 1.26, -2.18], [-3.35, 0.38, -3.17], [-2.19, -0.45, -3.60], [-0.83, -0.13, -2.94], [1.65, 2.15, 1.28], [2.17, 3.88, 1.50], [3.32, 4.21, 2.21], [3.68, 5.54, 2.32], [2.89, 6.53, 1.76], [1.74, 6.19, 1.06], [1.37, 4.87, 0.93], [3.16, 1.12, 1.48], [4.15, 0.94, 0.52], [5.14, 0.00, 0.74], [5.17, -0.74, 1.91], [4.19, -0.55, 2.88], [3.19, 0.37, 2.65], [1.72, 2.63, -1.04], [1.59, 1.58, -2.94], [3.50, 0.91, -4.33], [4.86, -1.05, -3.69], [4.30, -2.34, -1.66], [2.37, -1.67, -0.27], [-2.06, 1.98, -0.49], [-4.09, 1.87, -1.89], [-4.28, 0.22, -3.70], [-2.13, -0.52, -4.69], [-0.04, 0.17, -3.63], [3.92, 3.43, 2.66], [4.60, 5.80, 2.84], [3.18, 7.56, 1.85], [1.14, 6.96, 0.60], [0.48, 4.59, 0.39], [4.14, 1.51, -0.40], [5.89, -0.16, -0.01], [5.95, -1.47, 2.07], [4.21, -1.13, 3.79], [2.41, 0.51, 3.40], [-1.16, -4.74, -5.33], [-1.24, -3.45, -4.29], [0.22, -2.65, -3.75], [-0.78, -1.61, -2.55], [-2.15, -1.80, -2.95], [-2.34, -2.92, -3.73], [-3.61, -3.54, -3.67], [-4.25, -3.56, -2.44], [-5.48, -4.19, -2.33], [-6.06, -4.78, -3.44], [-5.43, -4.73, -4.67], [-4.21, -4.10, -4.80], [-0.35, -2.05, -0.89], [-3.77, -3.10, -1.58], [-5.97, -4.24, -1.37], [-7.01, -5.28, -3.33], [-5.89, -5.17, -5.54], [-3.71, -4.06, -5.75]],
  "lowdin_charge": [0.6831, -0.0080, -0.2104, -0.1867, -0.0049, -0.8275, 0.1201, 0.7323, -0.2027, 0.0198, -0.0191, -0.0112, -0.1744, -0.0310, 0.0800, 0.0998, 0.0996, 0.1159, 0.1004, 0.1193, 0.1224, 0.1115, 0.0853, -0.3378, 0.7884, -0.4037, -0.1214, -0.0631, -0.0638, -0.0731, -0.1531, -0.3216, -0.0906, -0.0667, -0.0016, -0.1797, -0.2592, 0.8420, -0.3353, -0.0712, -0.0627, -0.0590, -0.0642, -0.1198, -0.3512, -0.0810, -0.0645, -0.0534, -0.0664, -0.1177, 0.0700, 0.1119, 0.1116, 0.1101, 0.1143, 0.0877, 0.0573, 0.1054, 0.1141, 0.1643, 0.1219, 0.1083, 0.1120, 0.1117, 0.1112, 0.0788, 0.1182, 0.1151, 0.1135, 0.1096, 0.0793, 0.6357, -1.0988, 0.9353, -0.9909, -0.0630, -0.1071, -0.2095, -0.0169, -0.0856, -0.0883, -0.0691, -0.0517, 0.6414, 0.0953, 0.0988, 0.1022, 0.1078, 0.0758],
  "lumo_energy_ev": [-5.2, -5.2],
  "homo_energy_ev": [-9.20, -9.20],
  "charge": 1,
  "orbital_gap_ev": [3.98, 3.98]
}

{
  "formula": "C40H36As2MgN6O2S",
  "method": "ωB97M-V/def2-TZVPD",
  "elements": ["Mg", "C", "O", "C", "O", "N", "N", "H", "H", "H", "H", "H", "H", "C", "C", "As", "C", "C", "C", "C", "C", "C", "C", "C", "C", "C", "C", "C", "As", "C", "C", "C", "C", "C", "C", "C", "C", "C", "C", "C", "C", "H", "H", "H", "H", "H", "H", "H", "H", "H", "H", "H", "H", "H", "H", "H", "H", "H", "H", "H", "H", "H", "H", "H", "H", "S", "N", "C", "C", "C", "C", "C", "N", "C", "C", "N", "C", "C", "C", "C", "C", "N", "H", "H", "H", "H", "H", "H"],
  "xyz": [[0.49, 0.89, 0.40], [3.90, 0.83, 3.61], [2.71, 1.61, 3.84], [1.82, 1.63, 2.88], [1.94, 1.07, 1.79], [0.71, 2.32, 3.23], [-0.24, 2.60, 2.25], [4.54, 1.03, 4.47], [4.39, 1.15, 2.70], [3.65, -0.23, 3.56], [0.72, 2.82, 4.11], [-0.20, 3.57, 1.98], [-1.17, 2.40, 2.62], [-2.06, -1.78, -0.11], [-1.27, -2.36, 1.06], [-0.58, -0.90, 2.21], [-1.82, -1.06, 3.71], [-2.51, 0.06, 4.17], [-3.41, -0.05, 5.22], [-3.62, -1.29, 5.82], [-2.94, -2.41, 5.37], [-2.03, -2.29, 4.32], [1.01, -1.78, 2.91], [1.26, -1.92, 4.27], [2.45, -2.51, 4.70], [3.38, -2.96, 3.77], [3.14, -2.80, 2.41], [1.96, -2.21, 1.99], [-0.85, -0.80, -1.32], [-0.57, -2.21, -2.64], [-1.66, -2.74, -3.32], [-1.47, -3.78, -4.22], [-0.19, -4.29, -4.43], [0.89, -3.76, -3.75], [0.71, -2.72, -2.85], [-2.16, 0.28, -2.28], [-3.25, 0.85, -1.62], [-4.18, 1.61, -2.32], [-4.01, 1.83, -3.68], [-2.91, 1.30, -4.34], [-1.99, 0.52, -3.64], [-2.84, -1.11, 0.26], [-2.55, -2.58, -0.67], [-0.42, -2.95, 0.70], [-1.90, -3.01, 1.66], [-2.35, 1.02, 3.70], [-3.95, 0.82, 5.57], [-4.33, -1.38, 6.63], [-3.10, -3.37, 5.83], [-1.49, -3.17, 3.98], [0.54, -1.58, 4.99], [2.63, -2.64, 5.75], [4.30, -3.42, 4.11], [3.87, -3.15, 1.69], [1.77, -2.10, 0.92], [-2.65, -2.34, -3.16], [-2.32, -4.19, -4.74], [-0.05, -5.10, -5.13], [1.88, -4.17, -3.92], [1.56, -2.30, -2.32], [-3.40, 0.69, -0.56], [-5.03, 2.02, -1.81], [-4.74, 2.41, -4.23], [-2.77, 1.47, -5.39], [-1.15, 0.08, -4.16], [2.42, 4.09, -6.11], [3.18, 2.99, -5.23], [2.46, 2.79, -4.14], [2.76, 1.88, -3.07], [3.91, 1.08, -3.04], [4.12, 0.25, -1.96], [3.17, 0.22, -0.95], [2.07, 0.96, -0.97], [1.86, 1.80, -2.00], [0.68, 2.65, -1.93], [-0.10, 2.56, -0.83], [-1.14, 3.37, -0.73], [-1.48, 4.31, -1.70], [-0.72, 4.39, -2.84], [0.40, 3.56, -2.96], [1.28, 3.60, -4.09], [1.16, 4.38, -5.16], [4.62, 1.15, -3.86], [5.00, -0.37, -1.90], [3.30, -0.42, -0.08], [-1.75, 3.27, 0.16], [-2.34, 4.94, -1.56], [-0.93, 5.10, -3.63]],
  "lowdin_charge": [0.4517, 0.0269, 0.0336, -0.5605, -0.0322, 0.0466, 0.0415, 0.1103, 0.1047, 0.0751, 0.1760, 0.1128, 0.0796, -0.4129, -0.4067, 1.3030, -0.3879, -0.1215, -0.0683, -0.0547, -0.0524, -0.1158, -0.3843, -0.0941, -0.0639, -0.0729, -0.0732, -0.1370, 1.2979, -0.3902, -0.1109, -0.0544, -0.0577, -0.0705, -0.1164, -0.4003, -0.1261, -0.0736, -0.0661, -0.0631, -0.1138, 0.0552, 0.0810, 0.0667, 0.0748, 0.0707, 0.1126, 0.1169, 0.1173, 0.1114, 0.1051, 0.1173, 0.1163, 0.1129, 0.0864, 0.1112, 0.1159, 0.1154, 0.1113, 0.0855, 0.0902, 0.1128, 0.1141, 0.1141, 0.1073, 1.0926, -0.1981, -0.2996, -0.0614, 0.0492, -0.0015, -0.0943, 0.0249, -0.1361, -0.1359, 0.0476, -0.1171, -0.0031, 0.0515, -0.0653, -0.2997, -0.1984, 0.1346, 0.1232, 0.1125, 0.1131, 0.1255, 0.1356],
  "lumo_energy_ev": -5.6,
  "homo_energy_ev": -13.49,
  "charge": 2,
  "de_lowest_kcal_mol": 0.0,
  "orbital_gap_ev": 7.85
}

{
  "formula": "C40H36Br4N14NaO5",
  "method": "ωB97M-V/def2-TZVPD",
  "elements": ["Na", "N", "C", "N", "C", "N", "N", "C", "N", "C", "C", "C", "C", "C", "N", "H", "H", "H", "H", "H", "H", "H", "H", "N", "C", "C", "C", "C", "N", "C", "N", "N", "C", "O", "O", "H", "H", "H", "H", "H", "H", "H", "H", "H", "H", "H", "H", "H", "H", "Br", "C", "C", "Br", "C", "Br", "C", "O", "C", "O", "C", "Br", "C", "O", "C", "C", "C", "C", "C", "C", "C", "N", "C", "C", "N", "C", "C", "C", "C", "N", "C", "C", "N", "C", "C", "C", "C", "H", "H", "H", "H", "H", "H", "H", "H", "H", "H", "H", "H", "H", "H"],
  "xyz": [[0.78, 0.08, 0.14], [0.63, -2.77, -2.04], [0.27, -1.81, -2.88], [-0.06, -2.12, -4.14], [-0.38, -1.09, -4.90], [-0.77, -1.35, -6.19], [-0.37, 0.21, -4.54], [-0.03, 0.39, -3.26], [0.26, -0.54, -2.39], [0.04, 1.82, -2.78], [-0.13, 2.87, -3.67], [0.01, 4.16, -3.20], [0.31, 4.36, -1.86], [0.44, 3.25, -1.04], [0.30, 2.01, -1.49], [0.76, -3.69, -2.41], [1.00, -2.51, -1.10], [-0.52, -2.26, -6.54], [-0.72, -0.58, -6.82], [-0.34, 2.66, -4.71], [-0.11, 5.01, -3.87], [0.44, 5.36, -1.45], [0.67, 3.35, 0.01], [0.76, 0.08, 2.57], [-0.49, 0.16, 3.28], [-0.47, -0.08, 4.81], [-1.07, -1.45, 5.14], [-2.59, -1.45, 5.16], [-3.14, -0.80, 3.98], [-3.35, -1.49, 2.91], [-3.94, -0.90, 1.82], [-3.05, -2.82, 2.76], [-1.17, 1.48, 2.93], [-2.43, 1.62, 3.34], [-0.62, 2.36, 2.32], [1.29, -0.76, 2.76], [1.36, 0.89, 2.68], [-1.11, -0.63, 2.84], [-0.99, 0.71, 5.35], [0.56, -0.05, 5.14], [-0.71, -1.79, 6.12], [-0.71, -2.18, 4.41], [-2.94, -0.89, 6.04], [-2.96, -2.47, 5.29], [-2.78, 0.77, 3.77], [-3.95, 0.11, 1.86], [-3.70, -1.28, 0.91], [-2.40, -3.23, 3.40], [-3.03, -3.20, 1.82], [6.29, -4.16, -0.42], [5.19, -2.62, -0.24], [5.73, -1.35, -0.31], [7.59, -1.11, -0.59], [4.89, -0.23, -0.16], [5.58, 1.54, -0.25], [3.50, -0.32, 0.06], [2.74, 0.71, 0.20], [2.93, -1.67, 0.12], [1.65, -1.83, 0.31], [3.80, -2.75, -0.03], [3.00, -4.48, 0.09], [-13.50, -3.80, -0.61], [-12.38, -4.67, -0.51], [-11.15, -4.09, -0.48], [-10.92, -2.72, -0.58], [-9.61, -2.25, -0.53], [-8.53, -3.10, -0.38], [-8.78, -4.48, -0.29], [-10.07, -4.96, -0.34], [-7.15, -2.62, -0.31], [-6.10, -3.37, -0.09], [-5.02, -2.51, -0.09], [-5.43, -1.22, -0.32], [-6.80, -1.30, -0.46], [-4.55, -0.09, -0.32], [-4.95, 1.24, -0.51], [-4.01, 2.23, -0.40], [-2.69, 1.88, -0.12], [-2.29, 0.63, 0.03], [-3.20, -0.35, -0.06], [-2.73, -1.73, 0.19], [-1.43, -1.90, 0.47], [-0.98, -3.12, 0.70], [-1.81, -4.25, 0.68], [-3.15, -4.09, 0.41], [-3.64, -2.80, 0.16], [-14.38, -4.44, -0.59], [-13.49, -3.24, -1.55], [-13.54, -3.11, 0.23], [-11.73, -2.03, -0.69], [-9.46, -1.18, -0.60], [-7.94, -5.14, -0.18], [-10.27, -6.03, -0.26], [-7.43, -0.54, -0.64], [-5.98, 1.47, -0.72], [-4.28, 3.27, -0.52], [-1.93, 2.64, 0.00], [0.09, -3.19, 0.91], [-1.39, -5.23, 0.87], [-3.83, -4.93, 0.38]],
  "nbo_charge": [0.8787, -0.7853, 0.6043, -0.5949, 0.5908, -0.7967, -0.6021, 0.4446, -0.5487, 0.1497, -0.2235, -0.1849, -0.2455, 0.0403, -0.4019, 0.3968, 0.4589, 0.3920, 0.3898, 0.2374, 0.2076, 0.2138, 0.2225, -0.8480, -0.1748, -0.4234, -0.4003, -0.2283, -0.6421, 0.6268, -0.8016, -0.8559, 0.8138, -0.7436, -0.6187, 0.3825, 0.3897, 0.2166, 0.2072, 0.2200, 0.2055, 0.1883, 0.1926, 0.1746, 0.5076, 0.3991, 0.3864, 0.3915, 0.4011, 0.0267, -0.1935, -0.1583, 0.0322, -0.2610, 0.0116, 0.3746, -0.8285, 0.2414, -0.8893, -0.1952, -0.0208, -0.2531, -0.4894, 0.3071, -0.3308, -0.1108, -0.1366, -0.1414, -0.2533, 0.3657, -0.4501, 0.0795, 0.1811, -0.5272, -0.1307, -0.1555, -0.2596, 0.0789, -0.3990, 0.1725, 0.1811, -0.4027, 0.0650, -0.2561, -0.1911, -0.1306, 0.2002, 0.1759, 0.1770, 0.2189, 0.1868, 0.2403, 0.2266, 0.4150, 0.2030, 0.2225, 0.2244, 0.2684, 0.2307, 0.2473],
  "lumo_energy_ev": 1.5,
  "homo_energy_ev": -3.18,
  "charge": -1,
  "orbital_gap_ev": 4.66
}